1.
This record from the OMol25 dataset describes C26H30ClN2NdO4S3 as an isolated structure at a distorted geometry. The level of theory is ωB97M-V/def2-TZVPD.

Last column: Mulliken spin population.
Geometry (Å):
1 Nd -0.4968 -0.6907 0.1656  3.044
2 C 1.1338 0.9707 3.5765  -0.001
3 C 0.1366 1.9818 3.0233  0.001
4 S -1.3029 1.3771 2.1444  -0.006
5 C -2.2949 0.5120 3.3862  0.001
6 C -1.7776 -0.8238 3.9101  -0.001
7 S -1.3696 -2.0454 2.6239  -0.007
8 C 0.1468 -2.7674 3.2604  0.001
9 C 1.3522 -1.8485 3.5177  -0.002
10 S 1.5829 -0.3909 2.4522  -0.004
11 H 0.7661 0.5220 4.4948  0.000
12 H 2.0556 1.4919 3.8314  0.000
13 H 0.6180 2.6566 2.3126  0.000
14 H -0.2167 2.6156 3.8391  0.000
15 H -3.2628 0.3876 2.9035  0.001
16 H -2.4388 1.1962 4.2240  0.000
17 H -2.5458 -1.2708 4.5402  0.000
18 H -0.8901 -0.7002 4.5250  0.000
19 H 0.3946 -3.5365 2.5299  0.001
20 H -0.0966 -3.3000 4.1806  0.000
21 H 2.2591 -2.4473 3.4361  0.000
22 H 1.3453 -1.4688 4.5376  0.000
23 C -0.0874 -0.7669 -3.6887  -0.001
24 C 0.3562 -1.5115 -2.4614  0.003
25 C 1.5507 -1.1896 -1.8040  0.008
26 C 2.0205 -1.9506 -0.7306  -0.004
27 C 3.4034 -1.7264 -0.1873  0.001
28 C 1.2077 -2.9788 -0.2429  -0.004
29 C -0.0088 -3.3096 -0.8555  0.003
30 C -0.8532 -4.4519 -0.3631  0.000
31 C -0.4073 -2.5713 -1.9695  -0.012
32 H -1.0818 -0.3364 -3.5564  0.000
33 H -0.1490 -1.4560 -4.5322  0.000
34 H 0.6119 0.0278 -3.9444  0.000
35 H 2.1753 -0.3978 -2.2045  0.000
36 H 4.1173 -2.2718 -0.8084  0.000
37 H 3.5083 -2.0895 0.8346  0.000
38 H 3.6795 -0.6716 -0.2126  0.000
39 H 1.5813 -3.6108 0.5550  0.000
40 H -0.4464 -4.8904 0.5472  0.000
41 H -0.8905 -5.2327 -1.1245  0.000
42 H -1.8809 -4.1384 -0.1732  0.000
43 H -1.3263 -2.8378 -2.4758  0.000
44 O -5.1038 3.0741 -1.5433  0.000
45 C -4.2802 2.4601 -2.4054  0.000
46 O -4.6409 2.0855 -3.4758  0.000
47 C -2.8645 2.2431 -1.9499  -0.001
48 C -1.7477 2.9589 -2.3438  -0.001
49 Cl -1.7034 4.3986 -3.2137  0.000
50 N -0.6431 2.3387 -1.8761  0.000
51 N -0.9973 1.2277 -1.2135  -0.003
52 C -2.3300 1.1595 -1.2663  -0.004
53 C -2.9234 0.0706 -0.4034  0.003
54 O -3.6164 0.3697 0.5338  -0.002
55 O -2.3946 -1.1337 -0.6212  -0.010
56 C 0.7640 2.6222 -2.0157  0.000
57 C 1.5660 2.4561 -0.8979  -0.003
58 C 2.9344 2.6488 -1.0061  0.001
59 C 3.4863 3.0159 -2.2290  0.000
60 C 2.6653 3.1842 -3.3357  0.000
61 C 1.2930 2.9808 -3.2399  -0.001
62 H -4.6349 3.2814 -0.7241  0.000
63 H 1.1207 2.2235 0.0618  0.002
64 H 3.5663 2.5379 -0.1336  0.000
65 H 4.5524 3.1801 -2.3154  0.000
66 H 3.0899 3.4695 -4.2893  0.000
67 H 0.6629 3.0873 -4.1136  0.000

Its multiplicity is 4. For the maximum force, the calculation gives 2.65 eV/A. The HOMO energy (spin up / spin down) comes out at -0.54540 / -0.54541 Ha. Its net charge is +2. As for the HOMO-LUMO gap (spin up / spin down): 8.508 / 8.698 eV. For the energy above the lowest of the compared OMol25 structures with the same formula, charge and spin, the calculation gives 27.50 kcal per mole.



2.
This record from the OMol25 dataset describes C26H30CsN7OS as an isolated structure at a distorted geometry. The level of theory is ωB97M-V/def2-TZVPD.

Last column: Mulliken charge in e.
Geometry (Å):
1 Cs -0.1296 1.0142 -1.8229  1.065
2 C -4.7317 -1.7237 -1.0477  -0.642
3 C -3.9065 -0.5951 -1.2293  -0.319
4 N -2.9302 -0.2572 -0.4244  -0.295
5 C -2.7290 -0.9767 0.7054  -0.326
6 C -3.5441 -2.1259 0.9970  1.344
7 C -4.5349 -2.4840 0.0631  -0.529
8 C -3.3789 -2.8428 2.1994  -1.073
9 C -2.4308 -2.3761 3.1010  -0.720
10 C -1.5591 -1.3506 2.7797  -0.562
11 C -1.7055 -0.5583 1.6177  0.355
12 N -0.8424 0.4213 1.2539  0.006
13 C -0.2670 1.1068 2.2703  0.180
14 C -0.7755 1.2637 3.6083  -0.678
15 C -0.0696 1.8547 4.6459  -0.752
16 C 1.0804 2.5782 4.3831  -0.854
17 C 1.5807 2.5623 3.1010  1.634
18 C 2.7805 3.2316 2.8091  -0.890
19 C 3.1965 3.2949 1.4954  -0.535
20 C 2.5187 2.5625 0.5149  -0.532
21 N 1.3988 1.8907 0.7435  -0.143
22 C 0.9178 1.8602 2.0034  -0.470
23 H -5.5326 -1.9232 -1.7948  0.332
24 H -4.0003 0.0205 -2.1241  0.413
25 H -5.1326 -3.3941 0.2953  0.336
26 H -4.0361 -3.6870 2.4627  0.308
27 H -2.3001 -2.9122 4.0572  0.305
28 H -0.7845 -1.0916 3.5111  0.596
29 H -1.7066 0.7578 3.8790  0.652
30 H -0.5072 1.7533 5.6421  0.338
31 H 1.6553 3.1860 5.0979  0.288
32 H 3.3140 3.7167 3.6459  0.320
33 H 4.0495 3.8845 1.1702  0.398
34 H 2.8960 2.4897 -0.5023  0.431
35 C 3.6944 -2.6905 -1.6859  -0.870
36 N 2.7869 -3.5855 -2.3995  0.119
37 C 3.2897 -4.9464 -2.4621  -1.082
38 C 1.5333 -3.0682 -2.7720  0.505
39 O 1.2695 -1.8758 -2.6669  -0.669
40 N 0.6144 -3.9495 -3.3266  0.128
41 C 0.6375 -5.3883 -3.1206  -0.947
42 C -0.6295 -3.4152 -3.8722  -1.006
43 H 4.7219 -3.1712 -1.7254  0.280
44 H 3.4156 -2.6173 -0.5791  0.294
45 H 3.6511 -1.6568 -2.0898  0.253
46 H 4.3539 -4.9125 -2.2241  0.359
47 H 3.2313 -5.3822 -3.4901  0.310
48 H 2.8355 -5.5621 -1.6716  0.402
49 H 0.2189 -5.6654 -2.1520  0.302
50 H 1.6040 -5.8583 -3.2695  0.309
51 H -0.0636 -5.8238 -3.8438  0.372
52 H -0.8003 -3.7793 -4.9171  0.301
53 H -0.5695 -2.3146 -3.8489  0.266
54 H -1.5122 -3.7844 -3.3122  0.371
55 S -2.0963 3.4591 -1.2165  -0.307
56 C -0.9955 4.6844 -0.7152  -0.223
57 N -0.9822 5.2740 0.5200  -0.086
58 C 0.0672 6.2763 0.6371  -0.368
59 C 0.6825 6.3571 -0.7369  -0.408
60 N -0.0293 5.3110 -1.4672  -0.082
61 H -1.5427 4.8926 1.2915  0.238
62 H 0.7861 6.0860 1.4495  0.230
63 H -0.3947 7.2460 0.9718  0.274
64 H 1.7619 6.1226 -0.7486  0.239
65 H 0.6080 7.3829 -1.1900  0.262
66 H -0.0017 5.2042 -2.4742  0.250

For the maximum force, the calculation gives 2.59 eV/A. The HOMO energy comes out at -0.19840 Ha. As for the HOMO-LUMO gap: 5.316 eV. For the energy above the lowest of the compared OMol25 structures with the same formula, charge and spin, the calculation gives 15.26 kcal per mole.



3.
This record from the OMol25 dataset describes an isolated ion of composition C26H30N3O2S and charge +1 at a distorted geometry. The level of theory is ωB97M-V/def2-TZVPD.

Last column: natural (NBO) charge in e.
Geometry (Å):
1 C -6.1425 -0.8666 -1.8974  -0.615
2 H -6.7525 -0.2097 -1.2821  0.217
3 H -5.9615 -1.7858 -1.3450  0.211
4 H -6.6926 -1.1059 -2.8029  0.223
5 C -4.8217 -0.1867 -2.2520  -0.206
6 N -4.0692 0.1573 -1.0721  -0.351
7 C -3.1794 -0.6480 -0.4304  0.186
8 C -2.7525 -1.9351 -0.7391  -0.247
9 C -1.8236 -2.5303 0.0866  -0.192
10 C -1.3087 -1.8748 1.2138  -0.138
11 C -1.7520 -0.5985 1.5391  -0.191
12 C -2.6846 0.0187 0.7250  -0.016
13 C -3.3452 1.2894 0.7700  -0.045
14 C -3.2928 2.3668 1.6469  -0.194
15 C -4.0936 3.4605 1.3927  -0.230
16 C -4.9377 3.4896 0.2834  -0.180
17 C -5.0049 2.4322 -0.6027  -0.247
18 C -4.2000 1.3286 -0.3559  0.161
19 H -5.6681 2.4710 -1.4527  0.221
20 H -5.5554 4.3585 0.1153  0.223
21 H -4.0730 4.3077 2.0607  0.221
22 H -2.6421 2.3433 2.5078  0.211
23 H -1.3933 -0.0956 2.4250  0.211
24 C -0.2698 -2.5483 2.0598  -0.223
25 N 1.1334 -2.2502 1.5816  -0.343
26 C 1.3637 -2.7620 0.2103  -0.264
27 H 0.6637 -2.2660 -0.4663  0.268
28 C 2.7875 -2.4458 -0.2517  -0.247
29 N 3.0498 -1.0295 -0.1796  -0.677
30 H 1.7854 -2.7393 2.2053  0.422
31 C 2.8591 -0.5191 1.1560  -0.243
32 C 1.4421 -0.8027 1.6611  -0.272
33 H 0.7359 -0.2620 1.0259  0.275
34 H 1.3322 -0.4711 2.6948  0.230
35 H 3.6151 -0.9670 1.8103  0.210
36 H 3.0140 0.5589 1.1300  0.266
37 S 2.2887 -0.1028 -1.4152  2.288
38 O 1.6371 -1.0339 -2.2895  -0.940
39 O 1.4756 0.8842 -0.7672  -0.942
40 C 3.7147 0.6633 -2.2326  -0.663
41 C 4.5241 1.3245 -1.1736  0.012
42 C 4.1265 2.5555 -0.6625  -0.230
43 C 4.8427 3.1487 0.3624  -0.195
44 C 5.9613 2.5195 0.8846  -0.200
45 C 6.3611 1.2931 0.3802  -0.209
46 C 5.6430 0.6948 -0.6406  -0.222
47 H 5.9593 -0.2584 -1.0374  0.216
48 H 7.2377 0.8049 0.7778  0.224
49 H 6.5243 2.9876 1.6772  0.225
50 H 4.5318 4.1070 0.7488  0.225
51 H 3.2535 3.0428 -1.0685  0.228
52 H 4.2348 -0.1465 -2.7342  0.257
53 H 3.3008 1.3618 -2.9554  0.267
54 H 3.5319 -2.9725 0.3553  0.208
55 H 2.8922 -2.7544 -1.2913  0.263
56 H 1.1845 -3.8383 0.1958  0.231
57 H -0.3945 -3.6330 2.0350  0.230
58 H -0.3362 -2.2061 3.0947  0.230
59 H -1.5028 -3.5385 -0.1315  0.211
60 H -3.1366 -2.4677 -1.5940  0.228
61 H -5.0106 0.7289 -2.8173  0.214
62 H -4.2105 -0.8468 -2.8725  0.208

For the maximum force, the calculation gives 1.13 eV/A. The HOMO energy comes out at -0.37616 Ha. As for the structure (SMILES): CCn1c2ccccc2c2cc(C[NH+]3CCN(S(=O)(=O)Cc4ccccc4)CC3)ccc21. Its net charge is +1. As for the HOMO-LUMO gap: 7.671 eV.



4.
This record from the OMol25 dataset describes C26H30N4NiO4S as an isolated structure. The level of theory is ωB97M-V/def2-TZVPD.

Last column: natural (NBO) charge in e.
Geometry (Å):
1 Ni -0.3427 -0.5035 -0.0906  0.803
2 C -3.3221 1.8018 2.0076  -0.327
3 C -3.6072 0.9420 3.0078  -0.195
4 C -2.8178 -0.2275 3.2199  -0.484
5 C -1.9331 -0.5727 2.2082  0.243
6 N -1.6581 0.2056 1.1503  -0.619
7 C -2.0486 1.6041 1.2241  -0.049
8 C -1.2005 -1.8598 2.1394  -0.146
9 C -1.2420 -2.9174 3.0399  -0.214
10 C -0.4159 -4.0155 2.8196  -0.285
11 C 0.4264 -4.0760 1.7079  -0.176
12 C 0.4470 -3.0344 0.7794  -0.105
13 C -0.3577 -1.9279 1.0315  -0.059
14 H -3.9410 2.6703 1.8086  0.183
15 H -4.4800 1.1170 3.6340  0.176
16 H -3.0365 -0.9206 4.0203  0.188
17 H -2.1831 1.9674 0.1995  0.177
18 H -1.8866 -2.8857 3.9128  0.188
19 H -0.4126 -4.8365 3.5302  0.178
20 H 1.0764 -4.9360 1.6045  0.181
21 H 2.3661 -2.7010 -0.0383  0.225
22 C -0.8696 2.4181 1.8432  -0.490
23 C -1.1058 3.8934 1.7815  0.130
24 C -1.1005 4.5475 0.5489  -0.253
25 C -1.3562 5.9057 0.4493  -0.211
26 C -1.6302 6.6505 1.5910  -0.259
27 C -1.6483 6.0142 2.8242  -0.224
28 C -1.3916 4.6517 2.9145  -0.233
29 H -0.7592 2.0902 2.8800  0.210
30 H 0.0413 2.1448 1.3018  0.245
31 H -0.8920 3.9612 -0.3370  0.209
32 H -1.3427 6.3891 -0.5218  0.192
33 H -1.8290 7.7134 1.5183  0.192
34 H -1.8663 6.5811 3.7224  0.193
35 H -1.4184 4.1561 3.8779  0.209
36 O 2.4425 0.9412 -0.3954  -1.042
37 S 3.0755 -0.1247 -1.1586  2.561
38 O 3.7534 0.3618 -2.3612  -1.052
39 O 1.8880 -1.0057 -1.8545  -0.650
40 O 3.8783 -1.0289 -0.3540  -1.027
41 C 2.1223 3.0625 -2.7474  -0.417
42 N 0.6911 2.7742 -2.8322  -0.472
43 C -0.1725 3.9032 -3.1385  -0.389
44 C 0.1745 1.8100 -2.0758  0.543
45 N -0.3299 0.9688 -1.4757  -0.441
46 H 2.4104 3.5480 -3.6829  0.171
47 H 2.6860 2.1366 -2.6277  0.301
48 H 2.3354 3.7328 -1.9088  0.181
49 H 0.0921 4.2901 -4.1248  0.188
50 H -0.0602 4.7122 -2.4079  0.182
51 H -1.2119 3.5806 -3.1533  0.214
52 C 1.2305 -5.3954 -0.9325  -0.604
53 C 1.4391 -3.9909 -1.5048  -0.058
54 C 0.3950 -3.7732 -2.6006  -0.606
55 C 2.8377 -3.9576 -2.1334  -0.608
56 C 1.3494 -2.8393 -0.4292  -0.113
57 N 0.8630 -1.5880 -1.0180  -0.470
58 H 1.2836 -6.1255 -1.7482  0.183
59 H 0.2608 -5.4987 -0.4456  0.213
60 H 2.0100 -5.6560 -0.2100  0.191
61 H 0.4565 -4.5854 -3.3361  0.167
62 H 0.5519 -2.8179 -3.0972  0.238
63 H -0.6132 -3.7581 -2.1775  0.208
64 H 2.9226 -4.7273 -2.9113  0.169
65 H 3.6036 -4.1452 -1.3762  0.199
66 H 3.0444 -2.9828 -2.5715  0.246

For the maximum force, the calculation gives 0.35 eV/A. The HOMO energy comes out at -0.01945 Ha. Its net charge is -2. As for the HOMO-LUMO gap: 4.913 eV. For the energy above the lowest of the compared OMol25 structures with the same formula, charge and spin, the calculation gives 16.24 kcal per mole.